No. 1
This record from the Open Molecules 2025 dataset describes a 9-piece molecular cluster, C31H77N7O11 overall in a non-equilibrium geometry. The level of theory is ωB97M-V/def2-TZVPD.

Results
spin multiplicity	2
total energy	-66341.2303	eV
lowest unoccupied orbital energy (spin up / spin down)	1.8 / 1.8	eV
charge	-1
Kohn-Sham gap (spin up / spin down)	3.9 / 5.9	eV

```
126
Properties=species:S:1:pos:R:3:forces:R:3
N -1.603977 -3.671627 1.969351 -1.9 -1.9 1.8
H -0.833447 -3.047547 1.777261 2.3 2.4 -0.6
H -1.378597 -4.624177 2.218251 0.6 -0.2 -0.2
H -2.382577 -3.646917 1.326491 -0.1 0.6 -1.4
H -2.034117 -3.288077 2.798791 0.2 0.5 0.6
C 0.123323 -0.806427 0.737901 0.1 -0.6 0.9
O 0.074953 -1.459137 1.936121 -0.2 -1.8 0.6
H -0.866487 -0.946447 0.303411 -0.4 0.7 -1.2
H 0.422203 0.236013 0.847871 -0.4 0.7 0.0
H 0.902463 -1.197087 0.083371 0.2 -0.4 -0.8
C -2.689157 2.618273 3.091251 0.5 1.1 0.9
C -1.253747 3.117313 3.313461 0.6 -0.1 0.3
C -0.844627 3.519693 4.786461 -0.8 -2.2 0.5
O -1.126807 2.460633 5.776581 0.0 1.0 0.0
C -1.165667 2.869563 7.166141 -0.7 0.6 -1.6
N -0.326477 2.218383 2.663271 1.0 0.0 0.7
H -2.900427 1.730913 3.687951 0.1 0.1 0.0
H -2.906197 2.405963 2.044391 0.2 0.1 0.0
H -3.287837 3.460343 3.438511 -0.7 -0.3 -0.1
H -1.016427 4.089483 2.881421 -1.1 0.7 -0.5
H -1.407807 4.427233 5.003981 -0.2 0.1 0.3
H 0.221103 3.733783 4.866951 0.1 0.1 -0.4
H -1.651057 2.074463 7.732111 0.6 -0.2 0.0
H -1.837887 3.721663 7.266831 -0.3 0.3 -0.1
H -0.220907 3.241153 7.562941 0.4 -0.6 0.0
H 0.484883 2.807513 2.541911 0.7 -0.5 -0.1
H -0.577447 1.998013 1.710091 -0.5 -0.1 0.0
C 0.481433 4.370103 -2.768469 -1.5 -1.7 -1.2
C 0.592933 3.106373 -1.821649 1.0 1.5 -0.8
C 1.484413 1.965203 -2.369919 -1.8 0.4 -0.9
O 0.609683 1.384983 -3.389809 0.4 0.5 0.2
C 1.094603 0.392743 -4.263209 0.9 -0.6 1.6
N 1.121673 3.628023 -0.577979 0.3 0.0 0.1
H -0.105447 5.180263 -2.335669 0.5 0.1 0.4
H -0.171707 4.030833 -3.572459 -0.5 -0.2 -0.2
H 1.281173 4.711393 -3.425769 0.9 0.1 1.0
H -0.431747 2.741423 -1.751229 0.1 -0.2 0.4
H 1.793223 1.307973 -1.557029 -0.6 -0.6 0.0
H 2.430543 2.349493 -2.751049 0.0 0.2 -0.6
H 2.040963 0.663393 -4.731459 -0.2 0.4 -0.7
H 0.299803 0.030203 -4.915099 0.1 0.5 -0.2
H 1.389733 -0.455407 -3.645439 0.0 -0.5 0.0
H 1.449253 2.893963 0.033541 -0.3 -0.7 0.6
H 2.014513 3.979133 -0.893649 0.4 0.8 0.3
C -0.892287 -2.241367 -2.803649 1.1 -0.9 0.1
C 0.116673 -3.377297 -3.178369 0.0 0.9 1.0
C 1.160633 -3.680497 -2.069239 0.0 0.5 -0.5
O 2.086303 -4.680757 -2.527529 -0.1 0.9 0.5
C 2.786243 -5.173737 -1.381119 -1.1 -1.2 0.0
N -0.667027 -4.559997 -3.464199 0.2 -1.1 -0.1
H -0.410197 -1.267847 -2.892819 -0.3 0.0 0.1
H -1.224947 -2.392007 -1.776639 0.0 0.1 0.0
H -1.764867 -2.343257 -3.448879 0.1 0.2 -0.1
H 0.732283 -3.037677 -4.011319 0.0 0.0 -0.5
H 0.735863 -3.902497 -1.090269 -0.6 -0.8 0.0
H 1.729363 -2.794887 -1.785779 0.1 0.5 -0.5
H 1.993643 -5.707857 -0.857089 0.2 -0.4 0.7
H 3.182393 -4.459677 -0.659119 0.2 0.5 -0.5
H 3.519683 -5.922207 -1.681059 0.1 0.3 -0.2
H -0.028827 -5.322167 -3.642819 0.3 -0.3 0.3
H -1.168317 -4.522527 -4.340219 -0.3 0.6 -0.1
C -5.499267 -3.103457 1.316031 0.1 1.1 0.3
C -4.676617 -3.118007 0.021021 -1.4 -0.6 1.7
C -5.482277 -2.525037 -1.083489 0.1 0.1 -2.7
O -4.698787 -2.613627 -2.325279 1.6 -0.1 0.4
C -5.149607 -2.066987 -3.564009 -2.5 0.2 1.2
N -3.434427 -2.423867 0.228351 0.8 -0.1 -0.9
H -5.828417 -2.087257 1.533061 -0.2 0.3 -0.1
H -4.834427 -3.303777 2.156251 -0.1 -0.5 0.1
H -6.393517 -3.725927 1.346781 0.3 -0.2 -0.2
H -4.493177 -4.186837 -0.088739 0.4 0.0 -0.8
H -5.676047 -1.484337 -0.823699 -0.2 0.3 -0.2
H -6.409277 -3.056417 -1.298899 -0.3 0.0 0.4
H -5.644237 -1.117447 -3.359529 0.0 0.3 -0.1
H -5.930127 -2.734337 -3.929449 -0.2 -0.1 -0.3
H -4.503377 -1.886937 -4.423119 1.1 -0.4 0.8
H -3.159967 -2.210127 -0.719849 0.9 -0.3 -0.5
H -3.477367 -1.480907 0.587641 -0.7 0.2 0.7
C -3.941397 4.590433 -1.298409 1.5 0.0 -0.3
C -3.833007 3.455943 -2.336799 1.1 0.8 1.7
C -4.191017 2.173413 -1.524869 -1.8 -1.3 -2.3
O -4.103387 0.881233 -2.321589 -0.4 2.9 1.3
C -2.808107 0.619173 -2.786779 0.5 -0.7 0.6
N -4.608747 3.848293 -3.449289 -2.0 -1.4 -1.1
H -3.270587 4.273073 -0.500029 -0.6 0.3 0.7
H -4.962667 4.875063 -1.045269 0.0 -0.7 0.4
H -3.497277 5.530813 -1.624839 0.2 0.0 -0.5
H -2.813317 3.319313 -2.696879 0.6 0.2 0.6
H -5.255807 2.254523 -1.306379 -0.3 -0.1 -0.2
H -3.766877 2.062593 -0.526909 1.0 0.1 -0.4
H -2.302777 1.360353 -3.405959 -0.6 0.2 -0.7
H -2.935577 -0.353807 -3.261299 0.6 0.2 -0.3
H -2.093837 0.542783 -1.966979 0.1 -0.4 0.4
H -4.582207 3.175063 -4.201719 -0.1 0.3 -0.2
H -4.623087 4.805643 -3.770799 0.4 -0.2 0.4
C 5.058863 1.951293 2.180591 1.9 -0.4 1.3
C 4.131543 2.043443 1.027801 1.0 0.6 -0.8
C 4.528183 1.204533 -0.200579 -0.6 1.1 1.2
O 5.828723 1.589773 -0.590459 0.3 -1.1 -0.9
C 6.245483 0.809093 -1.755049 -0.5 1.2 1.3
N 2.784083 1.862723 1.477951 -1.3 0.0 -0.1
H 6.068393 2.353803 2.097291 0.0 0.5 -0.8
H 5.317533 0.933753 2.473531 -0.7 -0.4 0.1
H 4.643123 2.474823 3.041511 -0.2 -0.1 0.1
H 4.179403 3.062993 0.645291 0.0 0.4 0.0
H 3.837023 1.559633 -0.964979 -0.2 -0.7 -0.4
H 4.422813 0.152683 0.065151 0.1 -0.3 -0.4
H 7.124983 1.338223 -2.121929 0.1 -0.4 -0.1
H 5.450963 0.843633 -2.500459 0.0 0.0 -0.2
H 6.420033 -0.227127 -1.465399 0.2 0.0 -0.1
H 2.745193 2.378013 2.345741 -0.3 0.4 0.1
H 2.580123 0.946793 1.851551 0.2 -0.9 -0.2
C 4.821613 -3.455137 1.958101 -0.5 0.8 1.0
C 3.746523 -2.597767 2.202151 1.8 0.1 0.8
C 3.737833 -1.503627 3.213091 2.0 -2.0 -0.4
O 2.770933 -0.764947 3.399321 -1.2 0.9 -0.2
C 4.968073 -1.422207 3.917171 1.1 -1.4 0.2
C 6.030643 -2.331487 3.745241 0.3 -0.2 -0.1
C 6.051953 -3.520007 2.778621 -3.7 3.5 -0.6
O 6.948253 -4.310267 2.525261 1.9 -0.8 0.8
O 7.204803 -2.092587 4.463941 -0.8 -0.1 -0.1
O 2.668293 -2.650907 1.451481 -0.6 -1.2 -1.7
H 4.744313 -4.090277 1.088031 0.0 -0.4 0.0
H 4.936433 -0.707497 4.726241 0.6 0.2 0.1
H 7.769623 -2.852747 4.306631 0.2 -0.3 -0.2
H 1.935983 -2.203967 1.882241 -1.2 1.1 0.5
```
Forces are in eV/Å.



No. 2
This record from the Open Molecules 2025 dataset describes one molecule with the formula O2 in a non-equilibrium geometry. The level of theory is ωB97M-V/def2-TZVPD.

Results
SMILES	O=O
total energy	-4087.0535	eV
lowest unoccupied orbital energy	-4.5	eV
Kohn-Sham gap	7.6	eV
energy above the lowest of the compared OMol25 structures with the same formula, charge and spin	262.98	kJ/mol

```
2
Properties=species:S:1:pos:R:3:forces:R:3
O 0.000000 0.000000 0.779815 0.0 0.0 -10.3
O 0.000000 0.000000 -0.779815 0.0 0.0 10.3
```
Forces are in eV/Å.



No. 3
This record from the Open Molecules 2025 dataset describes C27H22N8O2SW as an isolated structure. The level of theory is ωB97M-V/def2-TZVPD.

Results
total energy	-57014.7471	eV
lowest unoccupied orbital energy	-7.6	eV
charge	+2
Kohn-Sham gap	6.0	eV
energy above the lowest of the compared OMol25 structures with the same formula, charge and spin	0.00	kJ/mol

```
61
Properties=species:S:1:pos:R:3:forces:R:3
W 0.128555 2.006869 0.059187 0.1 0.1 0.3
C 4.911893 -0.242564 2.692007 0.0 0.0 0.0
C 4.325932 1.007150 2.536687 0.1 0.0 0.0
C 3.094942 1.122690 1.910953 -0.1 0.0 -0.1
C 2.476497 -0.024605 1.447720 0.1 0.1 0.1
C 3.047754 -1.277822 1.587600 -0.1 -0.1 0.0
C 4.275214 -1.383451 2.219586 0.0 0.0 0.0
N 1.207031 0.052865 0.741909 -0.4 0.1 0.1
C -1.180539 -0.946590 0.614109 -0.1 0.0 -0.1
C -1.613942 -2.246308 0.860311 0.1 0.0 0.0
C -2.877362 -2.644271 0.454567 0.0 0.0 0.0
C -3.738313 -1.738594 -0.152384 0.0 0.0 0.0
C -3.326750 -0.440107 -0.406721 0.1 0.0 0.0
C -2.045268 -0.063759 -0.040010 -0.1 -0.2 0.0
N -1.528434 1.195008 -0.373158 0.1 0.5 0.2
N -2.169805 2.361349 -0.132865 -0.3 -0.3 -0.1
C -1.808373 3.405950 -0.995465 0.2 0.1 0.0
C -2.680680 4.402860 -1.401040 -0.1 0.1 0.0
C -2.193584 5.341094 -2.287813 0.0 0.0 0.0
C -0.859531 5.300169 -2.718222 0.0 -0.1 0.0
C -0.022034 4.345900 -2.205446 0.1 0.0 0.0
N -0.498648 3.429233 -1.333069 0.0 -0.1 0.0
H 5.873457 -0.327138 3.178898 0.0 0.0 0.0
H 4.828124 1.891470 2.903277 0.0 0.0 0.0
H 2.627953 2.094997 1.789848 0.0 0.0 0.0
H 2.540279 -2.153585 1.196564 0.1 0.0 0.0
H 4.743368 -2.351485 2.330161 0.0 0.0 0.0
H -0.969945 -2.934966 1.391181 0.0 0.0 0.0
H -3.201778 -3.658575 0.640245 0.0 0.0 0.0
H -4.737393 -2.046330 -0.428835 0.0 0.0 0.0
H -3.977017 0.275791 -0.890513 0.0 0.0 0.0
H -3.702829 4.402615 -1.050904 0.0 0.0 0.0
H -2.849619 6.113713 -2.666171 0.0 0.0 0.0
H -0.482776 6.024361 -3.424985 0.0 0.0 0.0
H 1.028877 4.282745 -2.453515 0.0 0.0 0.0
N -1.634072 -5.061231 -2.195580 0.0 0.0 0.0
C -0.819112 -3.978008 -2.156513 0.0 0.1 0.0
C -1.224608 -2.760778 -2.744449 0.0 0.0 0.0
C -0.419994 -1.652327 -2.681149 0.0 0.0 0.0
C 0.812170 -1.732939 -2.026827 0.0 0.1 0.0
C 1.241237 -2.931253 -1.453313 -0.1 -0.1 0.0
C 0.428963 -4.040425 -1.508142 0.0 0.0 0.0
S 1.830771 -0.351930 -1.937671 0.0 0.1 -0.1
O 1.546643 0.606661 -2.957712 0.0 -0.1 0.1
O 3.140607 -0.741973 -1.548965 0.1 0.1 0.0
N 1.196417 0.540806 -0.581850 0.1 -0.3 -0.1
C 0.049080 -0.469314 1.317835 0.4 0.0 -0.1
N 0.039156 -0.598822 2.590485 -0.3 0.0 0.1
C 0.011213 0.034475 3.706524 0.1 0.1 0.0
C -0.224963 1.426350 3.937744 0.0 0.0 0.0
C -0.251740 2.496703 3.085134 0.2 -0.1 0.0
N -0.011847 2.539442 1.764656 -0.1 -0.1 -0.4
H -2.409063 -5.070686 -2.837141 0.0 0.0 0.0
H -1.262836 -5.964703 -1.952954 0.0 0.0 0.0
H -2.170624 -2.713187 -3.268887 0.0 0.0 0.0
H -0.719044 -0.728446 -3.159827 0.0 0.0 0.0
H 2.223534 -2.987035 -1.004966 0.0 0.0 0.0
H 0.764780 -4.978082 -1.084162 0.0 0.0 0.0
H 0.110234 -0.582393 4.595419 0.0 0.0 0.0
H -0.429888 1.656871 4.974959 0.0 0.0 0.0
H -0.462271 3.465547 3.533659 0.0 0.0 0.0
```
Forces are in eV/Å.



No. 4
This record from the Open Molecules 2025 dataset describes one molecule with the formula C8H11BrFN in a non-equilibrium geometry. The level of theory is ωB97M-V/def2-TZVPD.

Results
total energy	-82717.6501	eV
lowest unoccupied orbital energy (spin up / spin down)	-1.5 / -1.5	eV
Kohn-Sham gap (spin up / spin down)	6.1 / 6.1	eV
energy above the lowest of the compared OMol25 structures with the same formula, charge and spin	483.84	kJ/mol

```
22
Properties=species:S:1:pos:R:3:forces:R:3
C 1.090564 -1.224647 -0.445343 -0.4 2.6 -2.0
C 0.121246 -0.351397 -0.171155 1.8 -0.1 -1.5
C 2.122026 1.188961 -1.881937 -1.6 -2.1 1.8
C 2.552507 -0.042093 -2.058126 0.0 0.4 -0.1
C -2.000390 0.900710 -0.106685 -2.0 1.4 0.5
C -0.295233 0.966934 1.718876 -0.8 1.8 1.7
C -1.670177 -1.131793 1.382818 -0.6 2.0 -2.8
C -0.972077 0.142332 0.682037 -0.1 -1.7 0.2
N 2.096483 -1.195107 -1.410771 0.4 -1.5 0.6
F 3.562439 -0.366258 -2.919718 -0.2 -0.3 0.3
Br 2.558115 2.573795 -2.939198 0.2 1.1 -0.7
H 0.864658 -2.180884 -0.152613 -0.3 -2.5 1.2
H -1.557558 1.875630 -0.442912 -0.6 -0.9 0.0
H -2.544003 0.369341 -0.908011 1.0 0.0 0.0
H -2.877997 1.105760 0.594303 1.2 0.2 -0.6
H 0.584466 1.360384 1.337577 1.7 1.0 -0.9
H -0.809621 1.847134 2.159146 -0.4 -0.6 -0.6
H 0.025091 0.425606 2.569891 0.2 -1.1 0.8
H -0.975230 -1.677856 1.893589 2.0 -1.7 1.1
H -2.355165 -0.787569 2.136493 -0.7 0.3 -0.1
H -2.121179 -1.693753 0.549663 -0.2 -0.1 0.7
H 2.601034 -2.105231 -1.587926 -0.8 1.8 0.3
```
Forces are in eV/Å.